63
Properties=species:S:1:pos:R:3 method="wB97M-V/def2-TZVPD" homo_ha=-0.119 charge=-1 spin_multiplicity=1
C 2.0166 2.7537 2.6877
C 1.5681 2.2660 1.3323
O 0.3494 2.9560 0.9404
P -1.0156 2.1617 0.7180
C -1.2901 1.9298 -1.0476
C -0.0915 2.4091 -1.7731
O -0.0261 3.4271 -2.4401
O 0.9412 1.5456 -1.5701
C 2.2166 1.8836 -2.2065
C 2.4233 0.9948 -3.4007
O -1.1075 0.8811 1.4681
O -2.0247 3.3149 1.1521
C -3.4224 3.0851 1.4796
C -3.7372 3.8001 2.7747
H 3.0055 2.3415 2.9007
H 2.0693 3.8455 2.7125
H 1.3245 2.4061 3.4611
H 2.3101 2.4951 0.5577
H 1.3858 1.1811 1.3579
H -2.1530 2.5338 -1.3374
H 2.1866 2.9380 -2.4934
H 2.9743 1.7164 -1.4352
H 3.4678 1.0321 -3.7202
H 2.1462 -0.0379 -3.1706
H 1.8007 1.3478 -4.2296
H -4.0274 3.4673 0.6454
H -3.6111 2.0048 1.5799
H -4.8060 3.7082 2.9777
H -3.1841 3.3365 3.5996
H -3.4667 4.8592 2.7141
C -7.9266 -2.4902 0.1657
O -6.8484 -1.8494 0.8823
C -5.6666 -1.6561 0.2475
C -5.3969 -2.0702 -1.0807
C -4.2444 -1.6362 -1.6968
C -3.3766 -0.6860 -1.0817
C -2.4429 0.0512 -1.8585
C -2.6412 0.1444 -3.1979
S -1.3775 0.2200 -4.4317
O -1.0002 1.6083 -4.5858
O -0.3911 -0.7842 -4.1082
C -2.2678 -0.3227 -5.8970
C -3.2852 0.6813 -6.3967
C -3.9132 1.5289 -5.3120
S -4.2686 0.5731 -3.8214
O -4.9493 -0.6361 -4.2502
O -4.8780 1.4731 -2.8655
C -3.5257 -0.5420 0.3214
C -4.6622 -0.9595 0.9653
H -8.7552 -2.4714 0.8736
H -8.1869 -1.9349 -0.7464
H -7.6708 -3.5271 -0.0946
H -6.1090 -2.6761 -1.6407
H -3.9905 -2.0341 -2.6746
H -1.5388 0.7117 -1.3408
H -1.4656 -0.4803 -6.6265
H -2.7235 -1.2902 -5.6582
H -2.8114 1.3461 -7.1250
H -4.0820 0.1520 -6.9289
H -3.3043 2.3927 -5.0289
H -4.9161 1.8738 -5.5882
H -2.7435 -0.0451 0.8935
H -4.8338 -0.7376 2.0163